[1]
ORCA calculation (ωB97M-V/def2-TZVPD) on a 8-piece molecular cluster, C30H58Br14FN4O2 overall.

```
109
C30H58Br14FN4O2 | OMol25 | ωB97M-V/def2-TZVPD
H -2.567 -0.765 -4.085
Br -3.385 4.778 9.420
H -3.985 -1.583 -1.346
H -1.592 4.117 10.984
C 3.427 -4.270 -7.284
C -2.632 3.793 10.924
N 0.896 -2.261 -3.872
O -7.249 -1.703 -5.462
H 6.827 -8.154 -9.580
Br -5.391 7.094 12.385
C -3.276 -1.838 -2.213
H -1.483 -3.289 3.937
C 1.466 -2.318 -5.178
H -2.093 1.774 11.425
H -4.311 8.480 10.019
H 4.703 2.009 -1.592
H 7.578 -6.038 -8.245
C 10.568 -3.223 -7.021
Br 5.819 -5.398 -9.857
H 0.922 -4.280 -5.674
H 7.111 -8.395 -7.843
C -6.237 7.782 10.770
H -2.422 2.003 9.694
H 2.816 3.032 -5.131
H 4.617 1.746 -3.911
H -2.634 8.631 13.852
Br 4.699 -8.571 -8.346
H 2.951 1.335 -1.408
H 1.780 1.704 -3.185
H -1.788 -2.384 -0.668
H -3.762 0.161 -3.041
C 1.811 -0.306 -4.153
O -6.016 -1.000 -3.675
F 4.497 -3.511 -6.683
H -7.215 1.356 -3.973
H -3.581 -0.022 3.769
H 11.455 -3.725 -6.635
C 3.985 1.161 -1.845
H 10.784 -2.162 -7.153
H -1.871 6.908 12.307
C -0.959 -0.581 -1.647
N 1.060 -1.099 -3.196
H 0.419 -1.854 2.871
C -3.524 0.193 4.836
H -1.294 0.218 -2.381
Br -5.388 10.510 10.990
H -1.133 -0.154 -0.593
C 6.547 -6.382 -8.339
H -4.692 -2.359 -4.743
C -4.765 -1.280 -4.380
H 3.252 1.539 -6.084
H -4.756 -0.622 -5.318
H 0.441 -3.123 -3.561
H -3.163 4.124 11.817
Br -4.520 1.639 10.994
Br -4.525 1.665 7.081
H 1.365 -3.899 -8.043
Br -1.620 0.357 5.221
C -2.712 2.304 10.701
C 0.631 -0.732 -1.822
C 0.214 -2.906 2.676
H -2.177 6.060 13.838
C 10.054 -3.823 -8.305
C -7.595 0.713 -4.843
Br 10.048 -5.771 -8.224
H 3.702 -4.614 -8.339
Br 0.799 -3.270 0.850
H -5.264 1.452 4.735
H -1.259 -2.766 -2.370
H -8.728 0.621 -4.798
C 2.462 1.965 -5.376
H 4.299 -0.067 -3.674
C 3.906 0.990 -3.454
C -1.662 8.171 14.034
C -6.980 -0.746 -4.723
H -7.204 8.187 11.065
Br 0.260 6.169 13.314
H 3.321 -5.217 -6.659
H 1.455 2.016 -5.925
Br -1.540 7.992 15.971
H -0.875 8.860 13.729
C -1.756 -1.963 -1.738
H -3.741 2.364 4.819
H 1.092 -1.455 -1.054
H 9.039 -3.512 -8.551
H 10.716 -3.576 -9.137
H -1.497 -4.239 2.435
H 5.983 -6.072 -7.459
C 2.062 -3.416 -7.290
N 1.405 -3.410 -5.947
H 4.400 0.228 -1.325
H -5.723 8.994 9.070
Br 9.217 -3.297 -5.618
C -1.233 -3.278 2.875
H -6.392 6.907 10.136
H 2.234 -2.335 -7.594
H 0.859 -3.520 3.307
N 2.077 -1.030 -5.383
C 2.376 1.166 -3.986
C -1.575 6.828 13.354
H 1.081 0.297 -1.585
C 6.503 -7.869 -8.580
C -4.260 1.469 5.161
C -5.354 8.789 10.076
H -3.889 -0.668 5.396
Br -2.420 -1.947 2.089
H -3.596 -2.894 -2.549
C -3.516 -0.879 -3.470
H -7.212 1.176 -5.805
```

Total charge: +1
Multiplicity: 1
HOMO energy (eV): -10.867

Atomic partial charges in e from the Mulliken method, atoms 1 to 2: number 1, H, carries 0.248; number 2, Br, carries -0.124

[2]
ORCA calculation (ωB97M-V/def2-TZVPD) on a 4-piece molecular cluster, C4H11NO3 overall.

```
19
C4H11NO3 | OMol25 | ωB97M-V/def2-TZVPD
H -2.200 -1.062 -0.398
C 0.449 0.582 -0.458
H 0.677 -1.319 1.544
C 0.159 2.208 1.152
H -0.555 -0.959 -3.172
O -0.021 -1.829 -3.265
C 1.721 1.014 -0.081
H 2.188 2.398 1.536
N 1.492 1.854 1.104
C -0.484 1.308 0.348
H 2.638 0.816 -0.559
H -0.103 2.976 1.952
H 0.136 -0.004 -1.337
O 0.365 -1.358 2.438
H -3.050 -2.310 -0.543
O -2.778 -1.510 -1.000
H 0.013 -2.066 -2.347
H 0.925 -1.959 2.906
H -1.572 1.223 0.181
```

Multiplicity: 1
ΔE to the lowest compared entry with this formula, charge and spin (kcal per mole): 53.6
HOMO energy (eV): -8.647

Atomic partial charges in e from the natural (NBO) method, atoms 1 to 2: number 1, H, carries 0.469; number 2, C, carries -0.323

[3]
ORCA calculation (ωB97M-V/def2-TZVPD) on C5H9N3 as an isolated structure.

```
17
C5H9N3 | OMol25 | ωB97M-V/def2-TZVPD
H 0.528 -2.300 0.676
N 1.825 1.464 0.725
C 0.765 0.629 0.761
H -0.992 -1.399 -2.533
N -0.251 -1.521 0.655
N 0.769 -0.637 1.511
H -1.411 0.923 0.837
C -0.399 -0.761 -0.390
H 0.814 -0.548 -0.912
C -1.309 -0.689 -1.697
H 0.615 -0.437 2.443
H -2.492 -0.856 -1.771
C -0.660 0.716 0.087
H 0.384 1.173 -1.694
C -0.893 0.961 -1.519
H 2.683 1.204 1.172
H -1.545 1.966 -1.905
```

Multiplicity: 1
ΔE to the lowest compared entry with this formula, charge and spin (kcal per mole): 181.8
HOMO energy (eV): -8.774

Atomic partial charges in e from the natural (NBO) method, atoms 1 to 2: number 1, H, carries 0.388; number 2, N, carries -0.691

[4]
ORCA calculation (ωB97M-V/def2-TZVPD) on an isolated ion of composition C4H10N2O and charge +1.

```
17
C4H10N2O | OMol25 | ωB97M-V/def2-TZVPD
H -0.854 -0.664 1.765
N 0.704 -0.542 0.469
C 1.146 -0.873 -0.844
H -1.631 1.513 1.678
H -1.688 1.481 -0.046
C -1.026 1.346 0.810
C -0.625 -0.263 0.769
H -1.269 -0.660 0.007
C 0.345 -1.914 -1.565
H 0.780 2.119 0.118
O 2.032 -0.222 -1.322
H 0.292 2.707 1.580
N -0.021 2.280 0.720
H 0.902 -2.127 -2.469
H 1.317 0.079 0.995
H 0.207 -2.734 -0.864
H -0.613 -1.525 -1.803
```

Total charge: +1
Multiplicity: 2
ΔE to the lowest compared entry with this formula, charge and spin (kcal per mole): 24.2
HOMO energy (alpha / beta) (eV): -14.947 / -14.338

Atomic partial charges in e from the natural (NBO) method, atoms 1 to 2: number 1, H, carries 0.275; number 2, N, carries -0.468

[5]
ORCA calculation (ωB97M-V/def2-TZVPD) on C12H19Br33INbOP as an isolated structure.

```
68
C12H19Br33INbOP | OMol25 | ωB97M-V/def2-TZVPD
H -6.269 -5.356 -1.806
C 2.841 5.056 -8.464
C -6.604 -5.347 -2.830
Br 5.260 -0.723 7.292
H 6.940 2.622 0.094
H -2.784 -0.878 -3.913
I 7.869 -0.335 -1.261
H -0.006 6.973 -3.971
Br -8.257 -2.386 5.805
Br -3.969 1.889 -0.840
H 5.033 2.015 2.390
C -4.639 -4.770 1.788
C -0.628 -3.786 3.855
H 5.188 3.415 -1.387
H 6.951 2.894 -2.750
C 5.449 -2.588 7.676
P 4.315 1.307 0.239
Br -0.411 -1.348 -4.357
Br 4.616 4.412 -8.152
Br 2.000 5.790 -4.773
C 0.716 3.226 1.885
Br 1.783 3.775 -9.419
Br -3.986 4.641 -2.414
C -8.565 -2.485 3.918
Br -1.054 5.166 -5.277
Br -9.274 -0.846 3.228
C 4.430 2.488 1.632
Br 3.876 -3.313 8.500
Br -2.440 2.154 -3.607
C 0.224 5.926 -4.063
H 0.299 -3.446 4.283
Br 2.850 6.758 -9.347
Br -0.206 -4.761 2.263
Br -6.169 -3.633 -3.555
Br -0.980 2.992 1.022
H 3.456 2.733 2.024
O 2.755 1.585 -0.251
Br 7.008 -2.930 8.737
C -2.999 3.050 -2.018
H -2.103 3.348 -1.497
Br 1.445 4.957 1.523
H 2.683 1.256 -1.153
H 4.932 3.383 1.307
Br -5.672 -6.754 -3.746
Br -3.020 -2.414 -5.823
Br 4.298 -2.474 1.682
Br -8.496 -5.656 -2.812
Br 2.766 -0.015 3.018
C 3.881 -1.545 3.291
H 5.580 -3.098 6.737
H 4.875 1.128 -2.513
H 1.393 2.497 1.458
Br 3.077 -2.709 4.604
Nb 6.157 1.916 -1.421
H -7.610 -2.645 3.445
H 4.810 -1.195 3.710
H 2.377 5.199 -7.504
Br -5.667 -3.204 1.369
C -2.264 -1.784 -4.177
H -3.707 -4.436 2.218
Br 0.143 5.165 -2.308
Br -1.486 -4.896 5.164
Br -4.214 -5.758 0.207
Br -5.506 -5.871 3.090
Br -1.669 -2.228 3.460
Br -9.671 -3.979 3.463
Br 0.578 2.899 3.776
Br -2.530 -3.021 -2.744
```

Total charge: -1
Multiplicity: 1
ΔE to the lowest compared entry with this formula, charge and spin (kcal per mole): 9.2
HOMO energy (eV): -4.254

Atomic partial charges in e from the natural (NBO) method, atoms 1 to 2: number 1, H, carries 0.227; number 2, C, carries -0.507

[6]
ORCA calculation (ωB97M-V/def2-TZVPD) on a 2-piece molecular cluster, C3H8N2O overall.

```
14
C3H8N2O | OMol25 | ωB97M-V/def2-TZVPD
H 1.013 -1.788 1.368
H 0.958 0.069 2.560
O -0.927 1.221 -1.273
C 0.068 0.943 -1.884
H -0.703 0.350 2.224
C 0.051 -1.321 1.426
H 1.578 -0.078 -0.903
N -0.898 -1.646 0.605
N 0.065 -0.320 2.272
H 1.520 1.579 -0.351
H 2.231 1.174 -1.921
H -1.849 -1.318 0.772
H -0.016 0.472 -2.883
C 1.416 0.950 -1.242
```

Total charge: +1
Multiplicity: 2
ΔE to the lowest compared entry with this formula, charge and spin (kcal per mole): 34.0
HOMO energy (alpha / beta) (eV): -13.411 / -13.402

Atomic partial charges in e from the natural (NBO) method, atoms 1 to 2: number 1, H, carries 0.234; number 2, H, carries 0.446

[7]
ORCA calculation (ωB97M-V/def2-TZVPD) on C31H25AsBrN3S2Tl as an isolated structure.

```
64
C31H25AsBrN3S2Tl | OMol25 | ωB97M-V/def2-TZVPD
H -0.375 3.376 -0.842
H -1.738 -4.172 3.494
S 2.534 5.474 -1.067
H -2.650 -2.066 4.408
C -5.400 0.081 -0.243
H -0.199 4.958 -1.607
H -9.129 0.926 -0.075
Br 7.799 -0.087 2.947
C -1.950 -3.775 -1.664
H -1.599 -4.539 1.071
C -1.972 -3.594 1.446
C -3.143 -1.606 -2.971
C -2.668 -2.684 -3.705
H 5.163 -0.096 3.637
H 4.179 0.787 -2.054
C 5.093 0.410 2.680
H -3.601 -0.763 -3.472
H 4.071 -1.941 0.304
C 3.610 3.282 -0.412
C -2.390 -2.605 0.569
C -7.244 1.035 0.942
C -2.922 -1.425 1.112
H -1.695 -4.590 -3.628
C -2.071 -3.755 -3.051
H -3.381 -0.271 2.875
C 5.083 -1.618 0.064
H -1.501 -4.634 -1.181
C 0.214 3.953 -1.553
C -6.224 -0.282 -1.311
C 6.685 1.476 0.902
Tl 1.119 0.041 -0.621
C 4.123 0.868 0.028
H 2.974 0.303 3.043
C 3.887 4.645 -0.529
H -5.832 -0.804 -2.174
C 1.640 3.974 -1.127
H -5.235 1.072 1.677
C -8.079 0.666 -0.111
C 3.689 0.489 2.246
C 4.535 2.302 0.026
C -2.419 -2.709 -0.913
C -3.032 -1.643 -1.588
C -2.063 -3.390 2.820
N 3.179 0.576 1.071
H -7.647 1.541 1.808
S 6.730 0.507 -0.665
H 4.817 5.162 -0.338
C 5.077 -0.186 -0.412
H 6.194 3.590 0.508
H -2.768 -2.692 -4.782
H 0.120 3.499 -2.541
C -5.890 0.766 0.872
C -2.572 -2.206 3.338
H 5.467 -2.252 -0.736
N 2.322 2.930 -0.768
C 6.285 0.664 2.113
N 3.938 0.212 -1.251
C -7.577 -0.009 -1.219
H 5.722 -1.752 0.934
C 5.794 2.582 0.489
As -3.543 -0.324 -0.319
H 7.700 1.841 1.042
C -2.994 -1.201 2.478
H -8.239 -0.321 -2.015
```

Total charge: +3
Multiplicity: 1
HOMO energy (alpha / beta) (eV): -15.652 / -15.656

Atomic partial charges in e from the natural (NBO) method, atoms 1 to 2: number 1, H, carries 0.244; number 2, H, carries 0.245

[8]
ORCA calculation (ωB97M-V/def2-TZVPD) on C29H41BrN4O2PSSe2SiZr as an isolated structure.

```
83
C29H41BrN4O2PSSe2SiZr | OMol25 | ωB97M-V/def2-TZVPD
H 0.361 5.228 -0.094
H 3.041 0.025 3.444
C -1.281 -3.475 0.586
C 2.104 -0.190 -5.568
H -0.473 2.376 2.652
C 2.689 -2.078 -3.219
H 2.518 0.295 -6.455
H 3.674 -2.952 -6.210
H 1.606 0.569 -4.965
C -3.284 -4.504 -0.257
Br -1.763 0.335 -1.644
H -3.355 6.255 1.489
H -2.923 2.135 1.004
S 1.655 0.193 -1.928
H -3.101 4.817 3.426
C -2.932 -1.159 -1.773
H -3.994 -5.320 -0.294
H -0.844 4.441 3.795
H 2.415 -1.362 5.284
C 2.022 0.359 3.231
H -3.243 5.542 -0.130
C -1.411 -2.336 -0.181
H 2.040 -2.597 3.484
C -2.200 -4.546 0.568
N -1.422 5.803 0.853
H -2.749 3.075 3.167
Si 3.458 -1.045 -4.617
H -1.001 -0.927 4.329
C -0.895 5.764 2.170
H 5.403 -0.340 -3.265
Se 2.024 0.884 1.336
H -5.764 -2.118 -3.294
H 0.721 -1.726 5.627
O 1.390 -2.062 1.632
H -0.477 0.739 4.279
O 1.251 0.166 6.067
C 1.032 -0.687 3.744
C 1.965 -1.533 -2.145
H 2.374 -5.330 -2.201
H 1.352 -0.908 -5.903
C -4.896 -2.169 -2.652
N -1.126 4.391 2.816
H 2.278 -1.705 1.471
H 0.290 -2.666 3.238
C -0.687 4.919 -0.074
Se -1.415 -0.107 2.059
P -0.786 3.112 0.361
H 1.866 1.269 3.814
H -3.089 3.186 -0.396
H 0.736 3.599 2.205
C -4.022 -1.060 -2.577
H -5.319 -4.128 -1.947
C 2.267 -4.255 -2.195
C -2.582 -2.290 -0.997
N 1.436 -2.296 -1.177
H 4.193 0.943 -3.318
N -3.133 4.181 1.445
C -0.420 -0.211 3.746
C 4.352 -2.235 -5.741
Zr 0.273 -0.781 0.057
H 3.368 -3.947 -4.000
H 0.181 5.935 2.186
C 2.820 -3.459 -3.203
H 4.839 -1.676 -6.543
C 4.680 0.167 -3.908
C -2.851 5.497 0.885
C -4.644 -3.282 -1.909
C -2.634 4.083 2.768
H 1.097 -4.170 -0.385
H -1.403 6.482 2.815
C -2.624 3.098 0.589
C 1.396 -0.965 5.226
H -4.224 -0.161 -3.142
H 2.063 0.678 6.037
H -2.038 -5.404 1.209
H 5.235 0.648 -4.717
C -3.507 -3.365 -1.063
H 5.131 -2.793 -5.217
C -0.316 3.322 2.132
C 1.570 -3.632 -1.193
H -0.444 -3.573 1.273
H -1.077 5.072 -1.081
C 1.180 -2.060 3.076
```

Total charge: +1
Multiplicity: 1
ΔE to the lowest compared entry with this formula, charge and spin (kcal per mole): 0.0
HOMO energy (eV): -9.521

Atomic partial charges in e from the natural (NBO) method, atoms 1 to 2: number 1, H, carries 0.234; number 2, H, carries 0.216

[9]
ORCA calculation (ωB97M-V/def2-TZVPD) on a 4-piece molecular cluster, C5H9N overall.

```
15
C5H9N | OMol25 | ωB97M-V/def2-TZVPD
H 1.350 -2.144 -0.972
H -1.679 -0.264 -1.603
N 0.383 -1.707 -1.194
C 0.350 0.661 1.387
H 1.434 0.514 3.606
H -1.194 -0.024 3.224
H -0.915 1.323 -1.919
H -0.224 -2.115 -0.396
C -0.878 0.218 -2.005
C 0.157 0.887 2.763
H -0.676 -0.101 -3.055
C 0.365 0.293 0.247
C 0.314 -0.197 -1.124
H 1.265 0.205 -1.612
H -0.051 2.451 2.652
```

Multiplicity: 1
ΔE to the lowest compared entry with this formula, charge and spin (kcal per mole): 193.9
HOMO energy (eV): -8.996

Atomic partial charges in e from the natural (NBO) method, atoms 1 to 2: number 1, H, carries 0.367; number 2, H, carries 0.204

[10]
ORCA calculation (ωB97M-V/def2-TZVPD) on C8H18I2InNOP2S as an isolated structure.

```
34
C8H18I2InNOP2S | OMol25 | ωB97M-V/def2-TZVPD
C 1.572 -0.142 1.504
H 1.932 -3.022 0.779
H 0.662 -2.674 1.991
N -2.260 0.564 4.774
I 3.609 0.198 -1.243
S -1.187 0.275 2.177
I -0.428 -0.226 -3.637
H -0.384 -4.609 -1.198
P 0.189 2.322 -0.632
C 0.497 3.170 -2.212
H 1.496 2.930 -2.592
C -1.406 2.940 -0.053
C -1.860 -2.617 0.380
C 1.408 3.044 0.507
O 2.465 -0.039 2.226
H -2.592 -2.152 -0.296
H 2.421 2.681 0.271
H 0.407 4.248 -1.977
C -1.805 0.442 3.683
H 0.645 -4.238 1.090
In 0.871 -0.071 -1.215
H -1.554 2.627 1.000
P -0.164 -2.375 -0.277
H 0.900 -3.668 -2.043
H -2.088 -3.699 0.473
C -0.106 -3.623 -1.617
H -0.802 -3.336 -2.409
H 1.145 2.756 1.538
H 1.353 4.142 0.386
H -2.220 2.523 -0.663
H -0.245 2.858 -2.954
C 0.866 -3.156 1.021
H -1.381 4.044 -0.148
H -1.956 -2.118 1.365
```

Total charge: +2
Multiplicity: 1
ΔE to the lowest compared entry with this formula, charge and spin (kcal per mole): 0.0
HOMO energy (alpha / beta) (eV): -15.780 / -15.874

Atomic partial charges in e from the natural (NBO) method, atoms 1 to 2: number 1, C, carries 0.516; number 2, H, carries 0.248